[1]
{
  "formula": "C46H70IN3O24P2S",
  "method": "ωB97M-V/def2-TZVPD",
  "smiles": "CCOP(=O)(CCCc1cnc2c([PH2]=N)c(I)cc(CCCS)c2n1)OCC.C[C@@H]1COC(=O)O1.C[C@@H]1COC(=O)O1.C[C@@H]1COC(=O)O1.C[C@@H]1COC(=O)O1.C[C@@H]1COC(=O)O1.C[C@@H]1COC(=O)O1.C[C@@H]1COC(=O)O1",
  "relative_energy_kcal_mol": 31.5,
  "charge": 0,
  "e_homo_ev": -7.97,
  "spin_multiplicity": 1,
  "mol_weight_g_mol": 1269.98,
  "species": ["I", "S", "P", "P", "O", "O", "O", "O", "O", "O", "O", "O", "O", "O", "O", "O", "O", "O", "O", "O", "O", "O", "O", "O", "O", "O", "O", "O", "N", "N", "N", "C", "C", "C", "C", "C", "C", "C", "C", "C", "C", "C", "C", "C", "C", "C", "C", "C", "C", "C", "C", "C", "C", "C", "C", "C", "C", "C", "C", "C", "C", "C", "C", "C", "C", "C", "C", "C", "C", "C", "C", "C", "C", "C", "C", "C", "C", "H", "H", "H", "H", "H", "H", "H", "H", "H", "H", "H", "H", "H", "H", "H", "H", "H", "H", "H", "H", "H", "H", "H", "H", "H", "H", "H", "H", "H", "H", "H", "H", "H", "H", "H", "H", "H", "H", "H", "H", "H", "H", "H", "H", "H", "H", "H", "H", "H", "H", "H", "H", "H", "H", "H", "H", "H", "H", "H", "H", "H", "H", "H", "H", "H", "H", "H", "H", "H", "H"],
  "xyz": [[4.72, 1.96, -1.42], [-2.41, -1.54, -4.15], [0.93, -5.21, -0.32], [6.50, -1.19, -1.60], [0.53, 2.29, 5.52], [-3.35, 3.56, -4.50], [-1.54, -0.80, 5.45], [0.29, -3.95, -1.04], [5.61, 6.64, -0.56], [5.02, 6.37, 1.59], [2.72, 2.60, 5.17], [-8.74, 5.90, 0.44], [-7.19, 7.46, -0.06], [-5.55, -1.84, -3.16], [-6.76, -0.04, -3.67], [1.22, 4.16, 4.54], [-1.65, 3.35, -3.03], [-7.06, 5.44, -0.99], [-0.02, -5.98, 0.49], [4.29, 0.80, 1.55], [4.21, -0.69, 3.24], [-2.99, 1.61, -3.50], [-1.46, 0.41, 3.55], [2.14, -4.70, 0.58], [4.97, 1.37, 3.61], [-1.04, -1.81, 3.53], [-7.76, -1.94, -2.95], [4.97, 4.63, 0.21], [2.28, -3.34, -3.65], [4.93, -3.38, -2.70], [7.59, -1.43, -2.70], [2.29, -5.70, -4.04], [0.44, -1.74, 0.08], [-8.06, -3.97, -1.63], [6.01, 1.16, 5.80], [5.24, 5.95, 0.33], [-1.52, -1.50, -2.56], [4.84, 5.31, 3.78], [-4.23, 2.61, -5.15], [0.72, -0.97, -3.63], [-1.36, -0.63, 4.12], [-0.64, 3.13, 5.42], [-6.07, 6.25, -1.65], [-0.32, -0.58, -2.56], [1.68, -6.21, -1.63], [1.15, -5.94, -3.04], [2.72, 0.13, -2.62], [-0.20, 4.10, 4.35], [2.13, -1.01, -3.13], [-5.89, 7.37, -0.66], [-5.82, -3.03, -2.40], [4.20, -2.23, -2.71], [4.04, 0.12, -2.15], [-0.36, -3.02, -0.16], [-0.82, -2.79, 4.55], [3.70, -2.80, 0.77], [2.98, -4.43, -3.61], [-6.71, -1.17, -3.30], [4.78, -1.04, -2.19], [-4.28, 1.50, -4.12], [-1.26, -4.16, 4.10], [4.47, 0.52, 2.69], [-1.63, -2.21, 5.70], [-5.57, 3.23, -5.46], [-4.81, 5.45, -1.93], [-2.57, 2.88, -3.62], [1.60, 2.98, 5.09], [-7.28, -3.28, -2.73], [4.31, -4.44, -3.13], [4.84, -0.72, 4.54], [-1.86, 2.32, 5.08], [4.86, 0.75, 4.91], [-7.76, 6.23, -0.14], [3.17, -3.94, -0.08], [4.84, 4.09, 1.55], [4.40, 5.30, 2.33], [2.87, -2.21, -3.18], [-1.33, -2.77, -0.57], [-1.24, -2.53, -2.32], [0.55, -6.77, -3.40], [-9.05, -4.26, -1.98], [-1.64, 1.60, 4.29], [-7.38, -3.83, -3.67], [-5.16, 7.14, 0.12], [-6.50, 6.61, -2.59], [-1.22, -2.45, 6.67], [-5.94, 3.80, -4.61], [-0.40, 3.73, 3.34], [5.87, 2.18, 6.15], [0.25, -2.79, 4.79], [-3.74, 2.28, -6.06], [-8.20, -3.29, -0.78], [6.49, -2.28, -0.70], [5.82, 3.72, 1.86], [2.98, -6.54, -4.06], [2.76, -6.11, -1.57], [-0.76, 3.63, 6.38], [-0.70, 0.41, -2.78], [3.91, 1.05, 5.34], [1.19, -1.57, -0.67], [5.92, 5.46, 3.84], [6.07, 0.50, 6.67], [4.00, -4.61, -0.30], [-2.67, 2.97, 4.75], [3.32, 5.44, 2.27], [-7.54, -4.86, -1.29], [-0.23, -0.89, 0.04], [-6.30, 2.45, -5.70], [-2.26, -1.19, -1.83], [-5.05, 1.66, -3.36], [-5.16, -3.84, -2.71], [4.84, -5.38, -3.11], [0.54, -5.05, -3.09], [-2.68, -2.51, 5.66], [4.26, -1.33, 5.23], [-1.34, -4.84, 4.95], [-4.54, 4.85, -1.05], [-5.63, 8.32, -1.13], [-4.42, 0.52, -4.56], [0.09, -0.58, -1.55], [1.89, -5.50, -5.02], [-0.57, -3.48, 0.80], [4.37, 6.12, 4.33], [4.13, 3.28, 1.56], [5.84, -1.15, 4.43], [-1.81, -2.57, -4.75], [2.84, -3.55, -1.04], [-2.23, -4.10, 3.60], [-2.20, 1.75, 5.94], [0.43, -1.92, -4.05], [4.58, 4.36, 4.26], [-5.65, -2.81, -1.34], [6.79, -0.06, -0.83], [2.15, 1.05, -2.60], [3.36, -1.85, 0.38], [6.95, 1.12, 5.25], [-4.96, 4.76, -2.75], [4.78, -2.79, 0.71], [1.45, -7.23, -1.35], [3.38, -2.88, 1.80], [7.19, -1.45, -3.63], [-5.50, 3.91, -6.31], [-0.64, 5.09, 4.46], [-0.56, -4.58, 3.38], [0.86, -1.77, 1.07], [-3.98, 6.11, -2.18], [0.63, -0.26, -4.44]]
}



[2]
{
  "formula": "C4H12OS",
  "method": "ωB97M-V/def2-TZVPD",
  "smiles": "CCCSC.O",
  "relative_energy_kcal_mol": 10.7,
  "charge": 0,
  "e_homo_ev": -8.27,
  "spin_multiplicity": 1,
  "mol_weight_g_mol": 108.21,
  "species": ["S", "O", "C", "C", "C", "C", "H", "H", "H", "H", "H", "H", "H", "H", "H", "H", "H", "H"],
  "xyz": [[0.73, -0.47, -2.28], [2.07, 2.14, 2.29], [-1.37, -1.52, 1.04], [-0.39, -0.73, 0.24], [0.56, 1.28, -1.97], [-0.59, -1.00, -1.26], [-0.56, 0.35, 0.39], [2.95, 2.04, 2.71], [0.64, -0.96, 0.59], [-0.69, -2.10, -1.39], [-1.29, -2.58, 0.76], [-1.10, -1.42, 2.11], [-2.41, -1.19, 0.90], [0.90, 1.42, -0.93], [-1.58, -0.55, -1.46], [-0.48, 1.65, -2.05], [1.20, 1.89, -2.63], [1.44, 1.74, 2.94]]
}